Record 1
# C26H31FN4O3

A single C26H31FN4O3 molecule (ωB97M-V/def2-TZVPD, the Open Molecules 2025 dataset).

The geometry in XYZ format:
```
65
C26H31FN4O3 | the Open Molecules 2025 dataset | ωB97M-V/def2-TZVPD
F 3.608 1.716 0.529
O -3.770 0.490 -0.713
O -1.755 3.792 2.038
O -3.267 -2.520 -1.203
N 0.787 -2.602 1.612
N -0.557 2.869 0.342
N -2.864 -1.850 0.912
N 2.400 -0.761 0.043
C -1.553 1.188 -1.073
C 1.679 -0.283 1.203
C -1.440 0.283 -2.134
C -1.716 3.014 1.097
C -5.164 -2.065 0.206
C 0.571 3.701 0.710
C -4.995 0.462 -0.007
C -0.458 2.001 -0.716
C 4.623 -1.612 -0.516
C 4.371 0.646 0.162
C -0.650 -2.681 1.655
C 3.762 -0.597 -0.076
C -0.265 0.181 -2.842
C -1.437 -1.708 0.753
C -3.681 -2.177 -0.117
C 0.728 1.882 -1.457
C 1.453 -3.020 0.396
C -2.837 2.193 0.710
C -5.740 -0.799 -0.441
C 1.424 -1.440 2.190
C 5.977 -1.399 -0.684
C 6.542 -0.166 -0.411
C 1.710 -1.864 -0.587
C -2.777 1.309 -0.315
C 5.722 0.865 0.016
C 0.816 0.988 -2.499
H 4.224 -2.593 -0.719
H -1.232 -1.911 -0.300
H -5.327 -2.045 1.285
H -5.580 1.359 -0.252
H 6.114 1.849 0.220
H -0.932 -3.704 1.385
H 0.267 4.273 1.586
H 0.823 4.388 -0.098
H 0.755 -1.472 -0.954
H -3.726 2.347 1.299
H 7.601 -0.003 -0.533
H 0.825 -1.081 3.028
H 1.586 2.482 -1.208
H 0.860 -3.796 -0.089
H -2.286 -0.342 -2.368
H 0.735 0.154 0.862
H 2.397 -1.768 2.580
H 1.742 0.909 -3.049
H 1.440 3.091 0.957
H 2.278 -2.212 -1.449
H -4.818 0.449 1.076
H -0.182 -0.522 -3.657
H 2.417 -3.453 0.692
H 6.600 -2.215 -1.021
H -0.951 -2.515 2.695
H -5.655 -0.884 -1.524
H -3.257 -1.567 1.795
H 2.246 0.487 1.721
H -1.156 -0.676 0.986
H -6.794 -0.702 -0.177
H -5.672 -2.935 -0.212
```

- HOMO: -7.485 eV
- Electronic energy: -1554.003880 hartree
- LUMO level: 0.5 eV
- Total charge: 0
- Energy above the lowest of the compared OMol25 structures with the same formula, charge and spin: 19.9 kcal per mole

natural (NBO) population analysis, charges in e, atoms 1 to 5: -0.344 -0.500 -0.636 -0.637 -0.454

=====

Record 2
# C42H54F5MnOP3Si

A molecular structure, C42H54F5MnOP3Si (ωB97M-V/def2-TZVPD, the Open Molecules 2025 dataset).

The geometry in XYZ format:
```
107
C42H54F5MnOP3Si | the Open Molecules 2025 dataset | ωB97M-V/def2-TZVPD
Mn 0.192 -1.198 -0.364
P -2.023 -2.289 0.248
P 2.066 -0.352 1.315
P 1.011 3.046 -1.160
Si -0.949 0.859 0.482
F -0.858 -3.427 -4.832
F 2.483 -5.363 -0.996
F -0.130 -1.857 -2.723
F 1.787 -6.905 -3.083
F 0.119 -5.985 -5.019
O 1.484 -2.763 -0.801
C -2.757 4.570 -1.852
C 2.059 1.599 3.365
C -1.460 -4.960 0.133
C 3.161 4.801 -1.185
C -3.123 -0.904 -1.905
C 0.461 -5.198 -3.993
C 1.523 -2.625 2.754
C -0.810 3.303 -1.148
C -3.025 2.543 -0.600
C 1.654 4.771 -0.940
C -0.028 -3.907 -3.904
C -3.249 1.028 2.282
C 1.392 2.727 -2.956
C 1.314 -5.661 -3.003
C -2.950 -1.128 1.301
C 4.232 -0.758 -0.370
C 1.337 5.237 0.478
C 1.199 -3.546 -1.802
C 0.123 1.583 1.902
C 2.684 -1.680 2.451
C -1.641 2.361 -0.492
C 0.854 3.713 -3.986
C 3.556 0.341 0.454
C 1.363 1.034 2.293
C 0.340 3.233 3.684
C 3.389 -1.305 3.754
C 0.355 -3.126 -2.836
C -2.504 0.200 1.434
C -2.977 -2.323 -1.354
C -4.100 -1.569 1.964
C -1.900 -4.030 2.440
C 1.675 -4.859 -1.936
C 0.984 1.302 -3.301
C -4.817 -0.717 2.784
C -4.345 -2.996 -1.285
C -3.581 3.620 -1.274
C -0.349 2.691 2.611
C -2.284 -3.972 0.963
C 1.551 2.681 4.067
C 4.589 1.106 1.275
C -4.381 0.591 2.948
C -1.383 4.403 -1.786
H 1.434 0.594 -2.603
H -2.341 -2.896 -2.037
H 3.513 -1.413 -0.863
H -2.174 -0.368 -1.960
H -3.695 1.831 -0.135
H -3.342 -4.225 0.864
H 1.236 3.462 -4.980
H -0.924 -3.581 2.617
H 3.749 -2.215 4.239
H -4.434 -2.593 1.849
H -2.942 2.058 2.422
H -3.546 -0.942 -2.911
H -5.703 -1.071 3.296
H 4.159 1.961 1.793
H -0.102 1.181 -3.257
H -0.061 4.091 4.210
H 5.367 1.483 0.606
H 3.088 1.051 -0.235
H 1.315 1.031 -4.307
H 3.390 -2.219 1.809
H 1.172 5.451 -1.650
H -4.657 3.724 -1.331
H -1.849 -5.071 2.765
H 4.868 -1.383 0.262
H 4.245 -0.649 3.609
H 5.083 0.463 2.006
H 0.265 5.213 0.682
H 3.561 5.793 -0.960
H 2.488 2.766 -2.984
H 1.829 4.595 1.211
H -3.177 5.430 -2.358
H 1.875 -3.500 3.306
H 1.053 -2.978 1.836
H 3.673 4.084 -0.537
H -2.621 -3.511 3.069
H -4.284 -4.053 -1.027
H -0.749 5.148 -2.250
H 3.420 4.569 -2.219
H -0.397 -4.713 0.179
H -0.234 3.672 -4.034
H 1.690 6.260 0.631
H 2.696 -0.821 4.444
H -1.277 3.161 2.303
H -1.756 -4.965 -0.919
H 0.771 -2.122 3.369
H 1.150 4.741 -3.771
H -4.830 -2.927 -2.262
H 4.875 -0.307 -1.129
H -1.587 -5.973 0.520
H 2.106 3.094 4.901
H -4.993 -2.497 -0.563
H -4.926 1.269 3.592
H -3.796 -0.317 -1.276
H 3.014 1.194 3.665
```

- HOMO (alpha / beta): -6.341 / -7.410 eV
- Electronic energy: -4671.984944 hartree
- Spin multiplicity: 6
- LUMO level (alpha / beta): 0.6 / 0.4 eV
- Total charge: 0

Löwdin population analysis, charges in e, atoms 1 to 5: 0.571 1.029 1.039 1.083 0.624

=====

Record 3
# C7H10O

2 unconnected molecules or ions with the total composition C7H10O in a non-equilibrium geometry (ωB97M-V/def2-TZVPD, the Open Molecules 2025 dataset).

The geometry in XYZ format:
```
18
C7H10O | the Open Molecules 2025 dataset | ωB97M-V/def2-TZVPD
O 1.854 -1.384 0.661
C -1.137 -0.448 -0.586
C 1.248 0.906 0.922
C -0.548 0.881 -0.768
C -0.678 -0.983 0.824
C 0.889 0.520 -0.523
C 0.809 -0.410 0.728
C -2.015 0.405 -1.545
H -2.800 1.087 -1.080
H 2.922 -1.212 1.451
H 1.553 0.100 -1.405
H -0.615 -2.201 0.734
H 0.718 1.572 1.654
H -1.280 -0.477 1.574
H -1.973 0.205 -2.549
H 2.264 0.965 1.049
H -0.876 1.451 0.009
H -0.334 -0.976 -1.149
```

- HOMO: -8.244 eV
- Electronic energy: -347.656761 hartree
- LUMO level: 0.3 eV
- Total charge: 0
- Energy above the lowest of the compared OMol25 structures with the same formula, charge and spin: 192.3 kcal per mole

natural (NBO) population analysis, charges in e, atoms 1 to 5: -0.708 -0.229 -0.430 -0.276 -0.413

=====

Record 4
# C20H47N2

3 unconnected molecules or ions with the total composition C20H47N2 (ωB97M-V/def2-TZVPD, the Open Molecules 2025 dataset).

The geometry in XYZ format:
```
69
C20H47N2 | the Open Molecules 2025 dataset | ωB97M-V/def2-TZVPD
N -3.220 -1.488 3.014
N 1.517 -0.987 1.764
C -2.587 1.565 3.376
C -3.885 -0.289 -4.355
C -3.839 -1.019 1.821
C 6.143 0.484 1.738
C -1.854 -1.850 2.896
C 8.731 -0.710 0.495
C -1.469 -2.891 1.825
C -3.631 0.470 1.303
C -4.114 2.528 -3.088
C 7.923 0.427 -0.122
C -4.841 -0.140 -5.534
C 0.032 -3.072 1.662
C 4.235 0.638 0.045
C 0.730 -1.908 0.939
C -2.905 2.466 -2.161
C -2.472 1.293 1.872
C 5.088 -0.265 0.926
C 7.163 1.264 0.906
C -5.112 1.395 -2.842
C -4.535 -0.013 -3.000
H 5.570 -1.031 0.310
H -5.500 1.486 -1.823
H -1.907 -2.599 0.859
H 0.895 -0.329 2.216
H -5.701 -0.805 -5.422
H 1.378 -2.297 0.146
H 7.886 1.733 1.584
H -1.125 -1.000 2.745
H 8.593 1.084 -0.684
H -3.223 2.475 -1.116
H -2.327 1.553 -2.314
H -3.781 2.516 -4.131
H 7.220 0.017 -0.852
H -5.971 1.523 -3.508
H -3.634 -1.651 0.919
H 1.956 -1.500 2.518
H -0.036 -1.304 0.439
H -3.478 -1.303 -4.344
H 3.459 0.063 -0.459
H -1.950 -3.842 2.090
H -4.352 -0.383 -6.479
H -5.223 0.879 -5.615
H -4.926 -1.108 1.967
H -4.556 1.045 1.472
H 4.833 1.149 -0.714
H -2.233 3.311 -2.318
H 9.288 -1.261 -0.264
H -3.503 0.437 0.210
H 4.426 -0.798 1.611
H -3.138 2.492 3.573
H -5.339 -0.737 -2.836
H 5.636 1.186 2.408
H -4.633 3.481 -2.949
H -1.522 0.796 1.652
H 3.726 1.393 0.646
H -1.532 -2.285 3.859
H -3.076 0.712 3.851
H -1.604 1.664 3.850
H 8.087 -1.423 1.012
H 6.658 2.084 0.389
H 9.449 -0.326 1.224
H 6.666 -0.224 2.388
H 0.236 -4.009 1.129
H -2.441 2.248 1.326
H -3.029 0.377 -4.496
H 0.484 -3.191 2.660
H -3.807 -0.198 -2.208
```

- HOMO: -1.617 eV
- Electronic energy: -899.689036 hartree
- LUMO level: 2.7 eV
- Total charge: -1

natural (NBO) population analysis, charges in e, atoms 1 to 5: -0.821 -0.849 -0.638 -0.399 -0.214

=====

Record 5
# C3H7Cl2N

2 unconnected molecules or ions with the total composition C3H7Cl2N in a non-equilibrium geometry (ωB97M-V/def2-TZVPD, the Open Molecules 2025 dataset).

The geometry in XYZ format:
```
13
C3H7Cl2N | the Open Molecules 2025 dataset | ωB97M-V/def2-TZVPD
Cl -0.474 -1.260 -1.050
Cl -0.537 -0.464 1.685
N 0.351 2.106 -1.408
C 0.297 -0.022 0.206
C 1.731 -0.031 0.220
C -0.343 1.112 -0.252
H -1.512 1.101 -0.523
H 0.617 3.264 -0.683
H -0.125 1.800 0.586
H 2.150 -1.099 0.279
H -0.433 2.319 -2.257
H 2.136 0.581 -0.640
H 1.787 0.239 1.251
```

- HOMO: -9.827 eV
- Electronic energy: -1093.490157 hartree
- LUMO level: 0.3 eV
- Total charge: 0
- Energy above the lowest of the compared OMol25 structures with the same formula, charge and spin: 98.9 kcal per mole

natural (NBO) population analysis, charges in e, atoms 1 to 5: -0.166 0.017 -0.885 0.047 -0.700